Entry 1:
A molecular structure, C34H34ClCsN3P, computed with ωB97M-V with the def2-TZVPD basis set.

The geometry in XYZ format:
```
74
Properties=species:S:1:pos:R:3:lowdin_charge:R:1
Cs 0.99 -0.05 -0.06 1.12
C -0.16 -2.94 1.39 -0.13
N 1.12 -2.90 0.72 -0.34
C 1.11 -3.66 -0.51 -0.10
C 2.28 -3.22 1.54 -0.21
C 2.33 -4.45 2.18 -0.05
C 3.45 -4.85 2.90 -0.11
C 4.53 -3.99 2.95 -0.10
C 4.49 -2.76 2.33 -0.05
C 3.36 -2.29 1.63 -0.26
N 3.31 -1.08 0.97 -0.12
C 3.87 0.04 1.51 -0.31
C 4.23 0.20 2.87 -0.05
C 4.74 1.38 3.38 -0.11
C 4.92 2.49 2.57 -0.12
C 4.55 2.39 1.23 -0.06
C 4.02 1.22 0.70 -0.25
N 3.56 1.18 -0.66 -0.36
C 3.02 2.41 -1.19 -0.16
C 4.46 0.51 -1.58 -0.08
H -0.45 -3.94 1.75 0.09
H -0.94 -2.62 0.70 0.06
H -0.16 -2.26 2.25 0.09
H 0.90 -4.73 -0.36 0.09
H 2.08 -3.57 -1.01 0.10
H 0.33 -3.28 -1.18 0.07
H 1.48 -5.11 2.09 0.10
H 3.47 -5.81 3.39 0.09
H 5.44 -4.28 3.47 0.10
H 5.37 -2.12 2.37 0.11
H 4.08 -0.63 3.54 0.10
H 4.98 1.43 4.43 0.10
H 5.32 3.41 2.96 0.09
H 4.66 3.24 0.58 0.10
H 3.77 3.14 -1.52 0.08
H 2.40 2.90 -0.43 0.08
H 2.39 2.18 -2.06 0.07
H 5.36 1.11 -1.79 0.09
H 3.94 0.32 -2.53 0.08
H 4.75 -0.45 -1.15 0.08
Cl -0.68 -0.45 -2.99 0.61
C -2.10 0.41 -3.61 -0.64
C -2.43 0.20 -4.93 -0.10
C -3.54 0.86 -5.44 -0.07
C -4.28 1.70 -4.63 -0.07
C -3.93 1.89 -3.31 -0.06
C -2.82 1.24 -2.76 -0.39
P -2.24 1.52 -1.04 1.04
C -3.44 2.76 -0.44 -0.41
C -4.72 2.44 0.02 -0.09
C -5.58 3.44 0.44 -0.07
C -5.18 4.77 0.41 -0.08
C -3.91 5.09 -0.04 -0.08
C -3.04 4.09 -0.45 -0.10
C -2.85 0.00 -0.18 -0.42
C -2.73 -0.02 1.21 -0.13
C -3.18 -1.11 1.94 -0.09
C -3.74 -2.20 1.29 -0.09
C -3.84 -2.20 -0.09 -0.07
C -3.41 -1.10 -0.82 -0.09
H -1.83 -0.46 -5.54 0.11
H -3.82 0.71 -6.48 0.11
H -5.15 2.22 -5.03 0.11
H -4.52 2.55 -2.69 0.10
H -5.04 1.41 0.05 0.11
H -6.57 3.18 0.80 0.11
H -5.85 5.55 0.74 0.10
H -3.59 6.13 -0.06 0.10
H -2.04 4.36 -0.79 0.10
H -2.31 0.82 1.74 0.11
H -3.10 -1.11 3.02 0.11
H -4.09 -3.06 1.86 0.11
H -4.27 -3.05 -0.61 0.11
H -3.52 -1.10 -1.90 0.10
```

Properties
- Charge: 0
- Total energy: -62639.079 eV
- ΔE to the lowest compared entry with this formula, charge and spin: 0.000 eV
- Maximum force: 0.7 eV/A

Entry 2:
2 unconnected molecules or ions with the total composition C5H11O3, computed with ωB97M-V with the def2-TZVPD basis set.

The geometry in XYZ format:
```
19
Properties=species:S:1:pos:R:3:nbo_charge:R:1
C -0.47 0.82 1.68 -0.07
O -0.14 2.24 1.97 -0.75
C 0.55 -0.24 1.63 -0.45
C 0.25 -1.23 0.60 -0.41
C 0.41 -0.69 -0.83 -0.57
C -0.29 -1.51 -1.74 0.26
O -0.52 -1.13 -2.94 -0.80
H -1.14 0.66 2.49 0.16
H -1.14 0.72 0.80 0.18
H 0.43 -0.74 2.56 0.19
H 1.55 0.17 1.45 0.21
H 0.94 -2.11 0.58 0.19
H -0.80 -1.66 0.63 0.18
H 0.77 0.17 -1.13 0.17
H 0.08 2.68 1.14 0.46
H -0.53 -2.48 -1.53 0.10
H -0.06 0.68 -2.72 0.51
H 0.09 1.92 -1.85 0.44
O 0.02 1.74 -2.81 -1.01
```

Properties
- Charge: -1
- Total energy: -11504.424 eV
- ΔE to the lowest compared entry with this formula, charge and spin: 3.643 eV
- Maximum force: 7.2 eV/A